This record from OMol25 describes the molecule C26H35N3O4 in a non-equilibrium geometry. The level of theory is ωB97M-V/def2-TZVPD.

Last column: natural (NBO) charge in e.
Cartesian coordinates (Å):
C: 3.840 -5.629 5.047  -0.2496
O: 4.327 -4.467 4.426  -0.4980
C: 3.579 -3.910 3.422  0.2697
C: 2.367 -4.401 2.955  -0.2884
C: 1.701 -3.755 1.931  -0.2475
C: 2.201 -2.591 1.342  0.2274
N: 1.521 -2.017 0.271  -0.4660
C: 0.090 -1.793 0.382  -0.2315
C: -0.191 -0.402 0.975  -0.2434
N: 0.396 0.680 0.205  -0.4682
C: -0.239 1.035 -1.057  -0.0040
C: -1.770 1.191 -0.938  -0.2523
N: -2.482 -0.037 -1.206  -0.6246
C: -3.353 -0.609 -0.341  0.6916
O: -3.543 -0.164 0.774  -0.6419
C: -4.048 -1.843 -0.879  -0.4894
C: -5.481 -1.540 -1.372  -0.0282
C: -6.365 -1.163 -0.183  -0.6150
C: -6.038 -2.797 -2.046  -0.6005
C: -5.460 -0.392 -2.384  -0.6121
C: 0.323 2.363 -1.518  -0.0338
C: 0.716 2.553 -2.833  -0.2245
C: 1.199 3.779 -3.288  -0.2563
C: 1.271 4.799 -2.373  0.2203
C: 0.879 4.613 -1.044  0.3066
C: 0.399 3.410 -0.594  -0.2946
O: 1.055 5.783 -0.354  -0.4887
C: 1.570 6.710 -1.284  0.2365
O: 1.703 6.087 -2.544  -0.4789
C: 1.825 0.438 0.068  -0.2423
C: 2.134 -0.957 -0.503  -0.2346
C: 3.425 -2.112 1.821  -0.2696
C: 4.099 -2.761 2.833  -0.2370
H: 2.872 -5.455 5.529  0.1726
H: 4.577 -5.890 5.805  0.1979
H: 3.746 -6.458 4.336  0.1720
H: 1.929 -5.295 3.371  0.2167
H: 0.777 -4.183 1.573  0.2073
H: -0.365 -2.550 1.017  0.2126
H: -0.349 -1.874 -0.619  0.1855
H: -1.260 -0.248 1.095  0.2284
H: 0.265 -0.359 1.970  0.2003
H: -0.051 0.286 -1.850  0.1592
H: -2.092 1.954 -1.656  0.2069
H: -2.043 1.522 0.065  0.2463
H: -2.395 -0.414 -2.136  0.3927
H: -4.108 -2.570 -0.068  0.2341
H: -3.465 -2.276 -1.694  0.2028
H: -5.920 -0.347 0.379  0.2345
H: -6.481 -2.011 0.488  0.2066
H: -7.351 -0.856 -0.525  0.2041
H: -6.023 -3.640 -1.359  0.2082
H: -7.065 -2.631 -2.361  0.2105
H: -5.450 -3.060 -2.924  0.2024
H: -5.125 0.530 -1.914  0.2132
H: -4.799 -0.620 -3.219  0.1974
H: -6.459 -0.226 -2.781  0.2141
H: 0.652 1.733 -3.532  0.2097
H: 1.506 3.923 -4.310  0.2278
H: 0.108 3.258 0.430  0.2449
H: 0.885 7.569 -1.368  0.1572
H: 2.556 7.066 -0.944  0.1572
H: 2.260 1.210 -0.569  0.2137
H: 2.260 0.525 1.068  0.1999
H: 3.208 -1.121 -0.570  0.2130
H: 1.728 -1.028 -1.520  0.1895
H: 3.867 -1.217 1.413  0.2082
H: 5.041 -2.380 3.195  0.2213

Force components x, y, z for each atom (eV/Å):
C -0.070 -0.161 0.081
O 0.046 0.277 -0.198
C 0.096 0.133 -0.056
C 0.157 -0.117 0.287
C -0.016 0.203 -0.067
C 0.153 -0.302 0.217
N -0.093 0.020 -0.415
C -0.181 0.257 0.203
C -0.182 -0.341 -0.031
N -0.098 0.084 -0.010
C -0.134 0.168 -0.048
C 0.146 0.064 -0.012
N 0.218 0.028 -0.235
C 0.114 -0.404 -0.359
O -0.185 0.109 0.417
C -0.228 0.109 0.110
C -0.049 -0.041 -0.065
C 0.127 0.048 -0.120
C 0.143 0.208 0.117
C -0.056 -0.162 0.190
C 0.107 -0.087 -0.243
C -0.096 -0.146 0.179
C 0.092 0.448 0.075
C -0.178 -0.234 0.435
C 0.081 -0.061 -0.570
C 0.099 0.331 -0.031
O -0.172 -0.439 0.164
C 0.302 1.203 0.235
O -0.015 -0.347 -0.316
C 0.262 -0.176 -0.099
C 0.040 0.276 0.055
C -0.129 0.038 -0.080
C 0.009 -0.306 0.240
H 0.026 -0.017 -0.028
H -0.085 -0.030 -0.037
H -0.014 0.030 0.029
H -0.007 -0.082 0.054
H -0.058 -0.033 -0.066
H -0.027 -0.028 -0.067
H -0.055 -0.030 0.058
H -0.029 0.033 0.078
H -0.068 -0.054 0.015
H -0.027 0.123 0.001
H 0.042 -0.075 0.140
H 0.007 0.050 -0.067
H -0.098 -0.075 0.120
H 0.073 -0.028 -0.006
H 0.022 -0.050 -0.039
H -0.031 0.071 0.090
H -0.023 -0.095 0.117
H -0.145 0.002 -0.056
H -0.014 -0.131 0.077
H -0.136 -0.001 -0.046
H 0.063 -0.056 -0.120
H 0.026 0.148 -0.014
H 0.090 0.006 -0.135
H -0.106 0.034 -0.057
H -0.006 -0.137 -0.047
H 0.053 0.025 -0.146
H -0.028 -0.024 0.209
H 0.100 -0.259 -0.001
H -0.206 -0.166 -0.078
H 0.063 -0.013 0.069
H 0.085 0.015 -0.034
H -0.010 0.002 -0.067
H 0.092 0.023 0.014
H 0.006 0.093 -0.052
H 0.114 0.050 0.043

Properties
HOMO energy ... -7.0 eV
ΔE to the lowest compared entry with this formula, charge and spin ... 100.0 kJ/mol
Electronic energy ... -40189.9628 eV
Orbital gap ... 7.5 eV
2S+1 ... 1
SMILES string ... COc1ccc(N2CCN([C@@H](CNC(=O)CC(C)(C)C)c3ccc4c(c3)OCO4)CC2)cc1